[1]
{"formula": "C15H33BIN3O3PS", "method": "wB97M-V/def2-TZVPD", "symbols": ["C", "C", "C", "N", "C", "I", "C", "C", "C", "N", "C", "C", "C", "P", "S", "C", "B", "O", "O", "C", "H", "H", "H", "H", "H", "H", "H", "H", "H", "H", "H", "H", "H", "H", "H", "H", "H", "H", "H", "H", "H", "H", "H", "H", "H", "H", "C", "O", "N", "C", "C", "H", "H", "H", "H", "H", "H", "H"], "positions_angstrom": [[2.848, 0.092, 1.100], [1.672, -0.211, 1.611], [0.826, -1.310, 1.031], [0.133, -2.074, 2.057], [-1.286, -2.188, 1.880], [-2.099, -3.338, 3.464], [-1.635, -2.701, 0.455], [-3.080, -3.178, 0.331], [-0.746, -3.921, 0.178], [-1.329, -1.505, -0.483], [-2.519, -0.676, -0.906], [-3.469, -0.064, 0.141], [-4.956, -0.340, -0.168], [-0.762, -2.158, -2.146], [-1.895, -3.313, -3.145], [-0.115, -0.667, -0.043], [-0.421, 0.847, 0.460], [0.078, 1.926, -0.207], [-1.134, 1.029, 1.591], [-1.687, 2.313, 1.894], [3.358, 0.984, 1.427], [3.332, -0.527, 0.358], [1.285, 0.313, 2.476], [1.533, -1.963, 0.505], [0.587, -2.937, 2.310], [-1.701, -1.196, 2.029], [-3.427, -3.174, -0.699], [-3.767, -2.574, 0.914], [-3.130, -4.206, 0.676], [-1.167, -4.562, -0.591], [0.296, -3.691, -0.023], [-0.748, -4.505, 1.099], [-3.123, -1.300, -1.560], [-2.142, 0.112, -1.559], [-3.250, -0.366, 1.155], [-3.331, 1.013, 0.121], [-5.112, -0.736, -1.169], [-5.365, -1.063, 0.534], [-5.542, 0.565, -0.042], [0.517, -2.609, -1.831], [-0.565, -0.902, -2.724], [0.541, -0.552, -0.909], [0.432, 1.719, -1.076], [-2.474, 2.163, 2.626], [-2.112, 2.781, 1.007], [-0.921, 2.976, 2.289], [5.043, 2.371, -1.028], [4.220, 1.483, -1.186], [4.836, 3.661, -1.329], [5.854, 4.675, -1.123], [3.549, 4.050, -1.881], [6.046, 2.176, -0.617], [5.500, 5.439, -0.430], [6.115, 5.154, -2.068], [6.748, 4.215, -0.708], [2.747, 3.805, -1.183], [3.361, 3.521, -2.815], [3.551, 5.121, -2.066]], "orbital_gap_ha": 0.329, "e_tot_ha": -2043.23137, "lumo_energy_ev": -2.598, "charge": 1, "molar_mass_da": 504.20, "relative_energy_kcal_mol": 0.00, "e_homo_ev": -11.557}



[2]
{"formula": "C9H11O3", "method": "wB97M-V/def2-TZVPD", "symbols": ["C", "C", "O", "O", "H", "H", "H", "C", "C", "C", "C", "C", "C", "C", "O", "H", "H", "H", "H", "H", "H", "H", "H"], "positions_angstrom": [[2.795, 3.691, 0.437], [1.815, 2.860, -0.455], [0.573, 3.284, -0.220], [2.200, 1.911, -1.085], [3.480, 4.274, -0.195], [3.389, 3.061, 1.099], [2.210, 4.370, 1.057], [-1.120, -3.928, -0.435], [-1.108, 0.329, 0.203], [-2.133, -0.295, -0.616], [-0.218, -0.544, 0.964], [-1.860, -1.615, -0.842], [-0.140, -1.891, 0.841], [-0.887, -2.457, -0.215], [-1.105, 1.565, 0.366], [-0.035, 2.580, 0.225], [-2.901, 0.376, -0.989], [0.279, 0.042, 1.725], [-2.372, -2.082, -1.700], [0.566, -2.573, 1.338], [-1.940, -4.052, -1.136], [-1.370, -4.626, 0.392], [-0.120, -4.280, -0.760]], "orbital_gap_ha": [0.348, 0.266], "e_tot_ha": -575.19482, "s_squared": 0.791, "lumo_energy_ev": [0.513, -2.353], "multiplicity": 2, "charge": 0, "molar_mass_da": 167.18, "relative_energy_kcal_mol": 24.09, "e_homo_ev": [-8.943, -9.596]}



[3]
{"formula": "C5H11N", "method": "wB97M-V/def2-TZVPD", "symbols": ["C", "N", "C", "C", "C", "C", "H", "H", "H", "H", "H", "H", "H", "H", "H", "H", "H"], "positions_angstrom": [[1.945, 0.071, -0.232], [0.966, -0.026, 0.614], [0.735, -0.190, 2.039], [-0.267, -0.371, 0.961], [-1.090, 1.550, -1.781], [-1.026, -1.541, 0.435], [1.755, -0.136, -1.279], [-0.160, 2.076, -2.010], [2.902, 0.436, 0.115], [0.723, 0.713, 2.651], [1.302, -1.027, 2.470], [-1.119, 1.306, -0.714], [-1.137, 0.627, -2.367], [-1.942, 2.184, -2.039], [-1.925, -1.720, 1.029], [-1.344, -1.351, -0.597], [-0.419, -2.463, 0.436]], "orbital_gap_ha": [0.299, 0.299], "e_tot_ha": -251.72151, "lumo_energy_ev": [0.998, 0.998], "charge": 0, "molar_mass_da": 85.15, "relative_energy_kcal_mol": 88.49, "e_homo_ev": [-7.136, -7.136]}



[4]
{"formula": "C5H10N2O", "method": "wB97M-V/def2-TZVPD", "symbols": ["H", "N", "C", "C", "C", "O", "H", "H", "H", "H", "H", "N", "C", "C", "H", "H", "H", "H"], "positions_angstrom": [[-1.062, -1.324, 0.696], [-1.841, -0.384, 0.974], [-1.306, 0.705, 0.711], [-2.010, 2.004, 0.462], [0.271, 0.838, 0.678], [0.876, 1.689, 0.076], [-1.729, 2.729, 1.226], [-1.690, 2.410, -0.498], [-3.085, 1.850, 0.462], [0.752, 0.217, 1.470], [0.691, -2.438, 0.684], [0.055, -1.983, 0.032], [0.625, -1.235, -0.851], [2.092, -1.103, -1.076], [-0.031, -0.809, -1.602], [2.665, -1.456, -0.219], [2.338, -0.056, -1.254], [2.390, -1.652, -1.970]], "orbital_gap_ha": 0.307, "e_tot_ha": -381.17710, "lumo_energy_ev": 0.122, "charge": 0, "smiles": "[H]/N=C(/C)C=O.[H]/N=C\\C", "molar_mass_da": 114.15, "relative_energy_kcal_mol": 67.98, "e_homo_ev": -8.235}



[5]
{"formula": "C28H58GeO5S4Sb2Si3Ti", "method": "wB97M-V/def2-TZVPD", "symbols": ["Ti", "S", "Sb", "S", "S", "O", "C", "O", "C", "O", "O", "C", "Si", "C", "C", "Ge", "Si", "C", "C", "C", "Si", "C", "C", "C", "H", "H", "H", "H", "H", "H", "H", "H", "H", "H", "H", "H", "H", "H", "H", "H", "H", "H", "H", "H", "H", "H", "H", "H", "H", "H", "H", "C", "C", "C", "C", "C", "C", "C", "S", "C", "O", "H", "H", "H", "H", "H", "H", "H", "H", "H", "H", "C", "C", "C", "Sb", "C", "C", "C", "C", "C", "C", "H", "H", "H", "H", "H", "H", "H", "H", "H", "H", "H", "H", "H", "H", "H", "H", "H", "H", "H", "H", "H"], "positions_angstrom": [[-1.181, -1.626, -0.421], [-5.508, 0.583, -0.203], [-3.809, 0.024, -1.593], [-1.587, 0.613, -0.466], [-3.277, -2.277, -0.955], [0.509, -5.058, -0.367], [0.036, -3.965, -0.194], [-0.406, -3.165, -1.135], [-0.069, -3.306, 1.206], [0.694, -3.591, 2.098], [-1.000, -2.390, 1.248], [0.432, -3.847, -4.040], [1.311, -2.395, -3.193], [2.417, -1.603, -4.544], [2.574, -3.118, -1.968], [-0.271, -0.560, -2.643], [-1.800, -0.784, -4.578], [-2.897, -2.336, -4.431], [-0.853, -1.013, -6.225], [-2.911, 0.726, -4.995], [0.554, 1.721, -3.161], [0.939, 1.875, -5.021], [-0.754, 3.061, -2.801], [2.165, 2.389, -2.371], [1.167, -4.492, -4.528], [-0.288, -3.520, -4.791], [-0.098, -4.441, -3.296], [3.097, -2.350, -4.964], [3.025, -0.787, -4.143], [1.815, -1.198, -5.359], [2.590, -4.204, -2.062], [2.312, -2.903, -0.934], [3.581, -2.740, -2.154], [-2.901, -2.913, -5.359], [-3.928, -2.072, -4.191], [-2.541, -2.986, -3.632], [-0.221, -1.902, -6.229], [-0.215, -0.154, -6.439], [-1.572, -1.104, -7.041], [-2.777, 1.545, -4.287], [-3.964, 0.443, -4.969], [-2.683, 1.101, -5.996], [0.041, 1.729, -5.623], [1.680, 1.136, -5.333], [1.339, 2.866, -5.244], [-1.342, 3.296, -3.690], [-0.292, 3.986, -2.449], [-1.442, 2.730, -2.026], [2.109, 2.444, -1.285], [3.028, 1.779, -2.645], [2.352, 3.399, -2.741], [4.554, 0.025, 5.591], [3.846, 0.073, 4.265], [3.174, -1.056, 3.797], [2.506, -1.038, 2.585], [2.512, 0.124, 1.834], [3.172, 1.258, 2.274], [3.837, 1.228, 3.491], [1.743, 0.164, 0.209], [3.289, -0.284, -0.634], [0.922, -1.084, 0.089], [5.253, -0.811, 5.617], [3.835, -0.120, 6.400], [5.101, 0.947, 5.784], [3.164, -1.961, 4.393], [1.984, -1.922, 2.240], [3.175, 2.159, 1.670], [4.352, 2.114, 3.842], [4.029, 0.492, -0.449], [3.072, -0.371, -1.697], [3.622, -1.238, -0.232], [-1.533, -0.247, 5.729], [-1.090, 0.986, 4.952], [0.321, 1.390, 5.368], [-1.112, 0.617, 2.769], [-3.293, 0.301, 2.608], [-3.694, -1.160, 2.774], [-4.134, 1.198, 3.505], [-1.300, 2.785, 2.194], [-1.512, 3.761, 3.345], [-0.092, 3.235, 1.374], [-1.473, -0.067, 6.809], [-0.891, -1.101, 5.495], [-2.562, -0.519, 5.492], [-1.772, 1.812, 5.162], [1.007, 0.552, 5.231], [0.351, 1.685, 6.424], [0.701, 2.226, 4.775], [-3.497, 0.595, 1.581], [-3.551, -1.505, 3.802], [-3.124, -1.812, 2.119], [-4.749, -1.275, 2.505], [-4.024, 0.946, 4.563], [-5.183, 1.071, 3.219], [-3.883, 2.250, 3.365], [-2.183, 2.789, 1.548], [-0.644, 3.781, 4.008], [-2.391, 3.515, 3.939], [-1.652, 4.772, 2.946], [0.811, 3.248, 1.991], [-0.249, 4.247, 0.980], [0.074, 2.578, 0.521]], "orbital_gap_ha": [0.249, 0.204], "e_tot_ha": -7346.31235, "s_squared": 0.759, "lumo_energy_ev": [2.006, 0.755], "multiplicity": 2, "charge": -1, "molar_mass_da": 1051.29, "relative_energy_kcal_mol": 39.37, "e_homo_ev": [-4.760, -4.785]}



[6]
{"formula": "C2H3N3O", "method": "wB97M-V/def2-TZVPD", "symbols": ["O", "C", "C", "N", "N", "N", "H", "H", "H"], "positions_angstrom": [[-0.347, -1.767, -1.024], [-0.062, -0.567, -0.299], [0.546, 0.527, -0.812], [0.618, 1.433, 0.136], [-0.072, 0.927, 1.110], [-0.619, -0.266, 0.892], [-0.477, -2.547, -0.201], [1.188, 0.643, -1.736], [-0.330, 1.618, 1.832]], "orbital_gap_ha": 0.384, "e_tot_ha": -317.45465, "lumo_energy_ev": 0.748, "charge": 0, "smiles": "Oc1cn[nH]n1", "molar_mass_da": 85.07, "relative_energy_kcal_mol": 48.74, "e_homo_ev": -9.710}